# 1
Here is a cluster of 2 separate species, C5H8NOS in total from the OMol25 dataset. Energies are from ωB97M-V/def2-TZVPD.

XYZ file:
```
16
Properties=species:S:1:pos:R:3:nbo_charge:R:1
C 1.84322 -0.86686 0.00138 -0.314
C 1.36547 -0.45369 1.25782 -0.312
C 1.79445 0.17769 -0.85875 0.071
C 0.99756 0.84289 1.09852 0.055
C -1.71927 0.06995 -0.50773 0.020
N -2.23655 -1.13397 -0.47033 -0.656
O 1.20008 1.27053 -0.22387 -0.457
S -2.30980 1.51825 0.07386 0.292
H 2.10870 -1.76807 -0.40448 0.239
H 1.23394 -0.97628 2.31314 0.270
H 2.19268 0.31332 -1.87017 0.235
H -0.80848 0.27255 -1.11877 0.271
H -1.82819 -2.01620 -0.90054 0.469
H 0.59736 1.63798 1.83643 0.232
H -3.14316 -1.14047 -0.12664 0.417
H -1.28801 2.25238 -0.09989 0.171
```

Values from the calculation:
Relative energy (zero: lowest compared OMol25 entry of this formula, charge and spin) = 49.31 kcal/mol
Frontier orbital gap = 7.7 eV
LUMO level = -4.8814 eV
E = -19678.6426 eV
Net charge = +1


# 2
Here is a cluster of 4 separate species, C19H26BFN4O4P in total from the OMol25 dataset. Energies are from ωB97M-V/def2-TZVPD.

XYZ file:
```
56
Properties=species:S:1:pos:R:3:nbo_charge:R:1
N -1.01437 0.28916 -3.47361 -1.105
B -2.17588 0.27695 -2.49006 0.768
O -3.25617 -0.66598 -2.82126 -0.961
P -2.32675 1.40639 -0.94368 0.900
O -0.69971 2.05167 -1.04971 -0.839
C -0.25544 2.03799 0.35015 -0.112
C -1.23398 1.07315 1.26284 0.074
C -0.32789 0.36382 2.41775 -0.522
C -0.65360 1.09457 3.82733 0.884
O 0.20378 1.70735 4.50330 -0.595
F -1.99670 1.11810 4.36583 -0.377
O -1.84725 0.21118 0.27181 -0.807
H -0.78193 1.29916 -3.56844 0.382
H -1.46457 0.04474 -4.38320 0.333
H -3.73598 -0.20240 -3.55505 0.476
H -2.90764 2.36902 -1.89653 -0.176
H -3.66683 0.82880 -0.80303 -0.156
H -2.56027 2.49287 0.00841 -0.170
H 0.72184 1.43054 0.31920 0.165
H -0.11409 3.11447 0.73072 0.173
H -1.98109 1.67654 1.91116 0.171
H -0.55138 -0.74813 2.54721 0.256
H 0.79758 0.48817 2.23930 0.245
N -4.91185 -1.42964 -5.99573 -0.418
C -4.03552 -2.42635 -5.79219 0.047
C -4.36852 -3.77011 -5.85313 -0.262
C -5.68350 -4.10799 -6.13688 -0.170
C -6.61045 -3.09751 -6.34973 -0.272
C -6.17702 -1.78411 -6.27020 0.033
H -3.02134 -2.11148 -5.57017 0.206
H -3.61887 -4.53256 -5.68246 0.219
H -5.98359 -5.14899 -6.19186 0.209
H -7.64553 -3.32506 -6.57282 0.213
H -6.86320 -0.95879 -6.43221 0.190
N 5.38935 1.34621 5.03755 -0.422
C 4.06995 1.52179 4.85592 0.036
C 3.22781 2.07933 5.80476 -0.257
C 3.77631 2.47659 7.01536 -0.171
C 5.13686 2.30507 7.23069 -0.271
C 5.89424 1.74094 6.21714 0.020
H 3.68783 1.19264 3.89527 0.196
H 2.17096 2.19902 5.60226 0.257
H 3.14978 2.91604 7.78406 0.213
H 5.59811 2.60346 8.16421 0.211
H 6.96265 1.58959 6.33634 0.185
N 2.51225 -1.11314 0.89418 -0.414
C 2.70845 -2.15108 0.06623 0.043
C 3.79279 -2.26096 -0.78916 -0.264
C 4.72999 -1.23823 -0.79524 -0.174
C 4.55085 -0.15239 0.04913 -0.251
C 3.43467 -0.13834 0.86947 0.033
H 1.94702 -2.92316 0.10503 0.196
H 3.90144 -3.12377 -1.43448 0.215
H 5.59205 -1.28694 -1.45184 0.209
H 5.26196 0.66401 0.07009 0.217
H 3.25238 0.68777 1.54995 0.190
```

Values from the calculation:
Frontier orbital gap = 6.2 eV
LUMO level = 2.6087 eV
E = -46956.7274 eV
Net charge = -1


# 3
Here is the molecule C3H7N5 from the OMol25 dataset. Energies are from ωB97M-V/def2-TZVPD.

XYZ file:
```
15
Properties=species:S:1:pos:R:3:nbo_charge:R:1
H 1.06828 1.81766 1.80018 0.348
N 0.55026 2.34987 0.80804 -0.726
C 0.25229 1.37583 -0.09826 0.585
N -0.00441 1.87813 -1.42336 -0.880
N 0.02588 -0.08076 0.04130 -0.410
C -0.99980 -0.58279 0.88659 0.270
N -1.25826 -1.82271 1.10131 -0.729
H -1.99000 -1.65301 1.87248 0.378
N 1.16379 -0.86339 -0.69984 -0.233
C 0.67800 -2.11799 -0.73098 -0.171
H 0.12839 1.31177 -2.40566 0.436
H 0.14981 3.03331 -1.43392 0.425
H -1.11284 0.38642 1.57813 0.207
H 1.67922 -2.68089 -1.18057 0.210
H -0.33060 -2.35144 -0.11543 0.289
```

Values from the calculation:
Relative energy (zero: lowest compared OMol25 entry of this formula, charge and spin) = 141.93 kcal/mol
Frontier orbital gap = 9.9 eV
LUMO level = 0.7987 eV
E = -10668.8462 eV


# 4
Here is the molecule C2H3N3O from the OMol25 dataset. Energies are from ωB97M-V/def2-TZVPD.

XYZ file:
```
9
Properties=species:S:1:pos:R:3:nbo_charge:R:1
N -0.85330 0.41906 -1.43540 -0.816
C -0.23695 -0.10957 -0.25758 0.616
N -0.63282 -0.19037 0.88417 -0.509
C 0.56664 -0.04511 1.64376 0.121
N 1.59921 -0.09047 0.86054 -0.109
O 1.18164 0.01605 -0.36651 -0.294
H -0.30848 0.05655 -2.41387 0.394
H -1.84893 0.11587 -1.56662 0.395
H 0.53300 -0.17201 2.65149 0.201
```

Values from the calculation:
Relative energy (zero: lowest compared OMol25 entry of this formula, charge and spin) = 55.95 kcal/mol
Frontier orbital gap = 10.5 eV
LUMO level = 0.6700 eV
E = -8638.0684 eV


Listing max |F| for the structures above in their given order: 3.69; 5.20; 6.12; 7.32 eV/A.